No. 1
A 2-piece molecular cluster, C4H15N2O overall in a non-equilibrium geometry. Source: the Open Molecules 2025 dataset; level of theory: wB97M-V/def2-TZVPD.

Last column: Mulliken charge in e.
Element x y z (Å)
C (1.4378, 0.5570, 0.3529)  -1.23
C (-0.0196, 0.0811, 0.2328)  0.15
H (-0.1621, -0.7878, -0.4101)  0.18
H (-1.8068, 0.8029, -0.4195)  0.40
H (1.5321, 1.5553, 0.7729)  0.32
H (0.8350, -3.8519, -1.8900)  0.31
H (0.4326, 1.4367, -2.0441)  0.29
H (-1.2380, 2.0991, -2.2700)  0.38
C (-0.6772, -0.1926, 1.6040)  -0.91
H (0.5831, -0.8729, 3.1185)  0.23
C (-0.4062, 1.9421, -1.5897)  -0.84
N (-0.8836, 1.2237, -0.3644)  -0.11
H (-0.1463, 2.9338, -1.2326)  0.34
H (1.9942, -0.2112, 0.8733)  0.44
H (0.2579, -2.0263, 1.9383)  0.22
N (-0.0220, -1.1775, 2.3937)  -0.50
H (-1.7462, -0.4133, 1.4491)  0.40
H (-0.9274, 1.8431, 0.4444)  0.39
H (1.7750, 0.5847, -0.6850)  0.38
O (0.2674, -3.0631, -1.8787)  -0.61
H (-0.3617, -3.1969, -2.5907)  0.30
H (-0.7179, 0.7344, 2.1949)  0.47

The value obtained for the energy above the lowest of the compared OMol25 structures with the same formula, charge and spin is 31.2 kcal per mole. The gap between HOMO and LUMO is 9.773 eV. The charge is +1. The electronic energy comes out at -345.896003 Eh.

No. 2
One molecule with the formula C21H32O7. Source: the Open Molecules 2025 dataset; level of theory: wB97M-V/def2-TZVPD.

Last column: Mulliken charge in e.
Element x y z (Å)
H (-4.7610, -1.7222, 0.4576)  0.31
H (5.7359, 0.5732, 2.1655)  0.37
O (-1.3419, 2.3983, -0.2061)  -0.49
H (-4.5094, -0.0511, -1.2209)  0.66
H (-0.3076, -3.7079, 0.9191)  0.39
H (-5.1791, -0.9148, 3.1139)  0.34
H (0.4336, -1.6669, -2.7533)  0.27
H (-1.6702, -2.7757, -2.4380)  0.35
C (-2.4330, -0.7663, -0.9766)  -0.60
H (2.4717, 2.1665, 2.9709)  0.46
C (4.4624, -0.7410, -0.0992)  -0.89
O (-2.4426, -2.1263, -0.6320)  -0.24
C (-1.3120, 0.0743, -0.3227)  0.15
O (-3.3619, 1.2613, -0.2071)  -0.56
H (5.4229, -0.8133, 0.4161)  0.47
C (2.0411, -1.6818, -1.3595)  -0.26
H (4.6425, -0.8710, -1.1737)  0.25
C (-1.5341, -2.9477, -1.3623)  -1.35
C (2.4809, -2.0816, -0.1016)  0.37
H (2.8561, 2.8891, 1.4097)  0.31
C (-3.7227, -0.0791, -0.4613)  -0.03
H (4.3951, 1.3971, -0.2943)  0.65
H (-1.7041, 3.3035, -2.7976)  0.46
C (-0.1021, -2.7124, -0.9660)  0.83
H (3.3179, -0.0334, 2.1597)  0.15
C (-1.5943, 2.2368, -2.6274)  -1.62
C (4.9681, 1.3308, 2.2989)  -1.63
C (-0.6933, 2.0098, -1.4089)  1.07
H (-1.8449, -3.9674, -1.1187)  0.49
H (0.3996, 3.8435, -1.5949)  0.47
C (-2.0346, 1.3049, 0.2756)  0.41
H (5.3134, 2.2566, 1.8425)  0.37
C (2.5789, 1.9619, 1.9082)  -1.31
C (3.6448, 0.8930, 1.6755)  0.95
C (3.7998, 0.6115, 0.1750)  0.12
H (2.8111, 0.6098, -0.2898)  -0.44
H (-2.3525, -0.6557, -2.0675)  0.27
C (-5.3335, 0.0889, 1.4879)  -0.67
C (0.7624, -1.9979, -1.7797)  -0.54
O (-0.3991, 0.6254, -1.2364)  -0.15
O (-5.9083, -0.5820, 2.5748)  -0.56
O (-3.2921, -1.0769, 1.7505)  -0.66
H (-2.0299, 1.3488, 1.3710)  0.50
H (-6.1423, 0.3293, 0.7965)  0.31
H (4.8445, 1.5011, 3.3658)  0.41
H (-0.7604, -0.5081, 0.4197)  0.30
C (0.3527, -3.1426, 0.2772)  -0.46
C (-4.2858, -0.7880, 0.7904)  0.04
H (-1.1441, 1.7714, -3.5001)  0.28
H (1.6127, 1.6368, 1.5268)  0.08
C (1.6260, -2.8369, 0.7041)  -0.51
H (-4.8488, 1.0195, 1.8095)  0.32
O (3.7082, -1.8181, 0.4226)  -0.53
H (1.2394, 2.5884, -0.6745)  0.12
H (-2.7087, -1.7434, 1.3641)  0.32
C (0.6150, 2.7817, -1.5408)  -1.51
H (1.1327, 2.4607, -2.4390)  0.32
H (1.9834, -3.1611, 1.6689)  0.47
H (-2.5785, 1.8126, -2.4496)  0.24
H (2.6799, -1.1163, -2.0188)  0.35

The value obtained for the energy above the lowest of the compared OMol25 structures with the same formula, charge and spin is 0.0 kcal per mole. The gap between HOMO and LUMO is 9.339 eV. The electronic energy comes out at -1346.067650 Eh.

No. 3
C4H2CuO6 as an isolated structure in a non-equilibrium geometry. Source: the Open Molecules 2025 dataset; level of theory: wB97M-V/def2-TZVPD.

Last column: Mulliken charge in e.
Element x y z (Å)
O (-2.5029, 4.0886, 2.4857)  -0.29
C (-1.8431, 3.1619, 2.7408)  0.58
O (-1.1600, -1.6813, 2.2705)  -0.60
O (0.1574, -1.2414, 0.5930)  -0.65
C (-0.6510, -0.9232, 1.4560)  0.79
O (-2.0799, 1.9000, 2.9900)  -0.33
C (-0.2480, 2.1810, 3.8085)  0.01
O (-0.1793, 0.4961, 2.1170)  -0.37
H (-1.1610, 0.1714, 3.8611)  0.46
C (-0.8356, 0.9629, 3.1617)  0.30
H (0.3974, 2.1313, 4.6899)  0.42
Cu (1.4659, -2.7522, 1.9856)  0.86
O (-0.4280, 3.2896, 3.2103)  -0.17

The value obtained for the energy above the lowest of the compared OMol25 structures with the same formula, charge and spin is 65.0 kcal per mole. The gap between HOMO and LUMO is 7.537 eV. The charge is +1. The electronic energy comes out at -2245.106293 Eh.

No. 4
One molecule with the formula C4H8N2 in a non-equilibrium geometry. Source: the Open Molecules 2025 dataset; level of theory: wB97M-V/def2-TZVPD.

Last column: Mulliken charge in e.
Element x y z (Å)
H (-2.4697, -0.8304, -0.4822)  0.36
N (0.5590, 2.1913, -0.0886)  -0.74
H (-2.1745, -0.0752, 1.1470)  0.28
H (1.2008, -1.5253, -1.3456)  0.31
C (0.1343, 0.9945, -0.0973)  0.57
H (1.5952, 2.2320, 0.2021)  0.26
N (-1.1127, 0.4950, -0.4940)  -0.26
C (-1.7786, -0.5816, 0.2671)  -0.91
H (-1.7645, 1.1716, -0.8761)  0.29
H (-1.1254, -1.4450, 0.4704)  0.32
H (1.7139, 0.2208, 1.2387)  0.31
C (1.1863, -0.0332, 0.3190)  -0.39
C (1.6012, -1.0967, -0.4062)  -0.62
H (2.4346, -1.7179, 0.1459)  0.21

The value obtained for the energy above the lowest of the compared OMol25 structures with the same formula, charge and spin is 39.5 kcal per mole. The gap between HOMO and LUMO is 10.068 eV. The electronic energy comes out at -266.659088 Eh.

No. 5
One molecule with the formula C6H12O. Source: the Open Molecules 2025 dataset; level of theory: wB97M-V/def2-TZVPD.

Last column: Mulliken charge in e.
Element x y z (Å)
H (0.0111, 2.8951, 0.8414)  0.33
C (0.6671, 2.5620, 0.0304)  -1.46
O (-0.7130, -0.2843, -1.0440)  -0.12
H (-2.2759, -1.0314, 0.0081)  0.40
H (-0.4444, -2.9538, -1.5613)  0.27
H (1.4066, -0.5749, 1.3934)  0.30
H (0.2312, 2.8938, -0.9181)  0.36
C (1.3340, 0.5205, 1.3892)  -1.34
H (-0.0556, -2.3261, 0.0432)  0.19
H (-1.4742, -3.3687, -0.1669)  0.32
H (2.3308, 0.9265, 1.5879)  0.37
H (-2.3277, -1.3749, -1.7552)  0.32
H (1.3969, 0.6795, -0.7802)  0.17
H (1.6497, 3.0283, 0.1464)  0.40
C (-1.6941, -1.3219, -0.8690)  -0.26
C (-0.6027, 0.4617, 0.0256)  -0.79
H (0.6619, 0.8036, 2.2067)  0.35
C (0.7784, 1.0453, 0.0536)  1.03
C (-0.8801, -2.5803, -0.6313)  -0.85

The value obtained for the energy above the lowest of the compared OMol25 structures with the same formula, charge and spin is 69.7 kcal per mole. The gap between HOMO and LUMO is 9.415 eV. The electronic energy comes out at -310.948186 Eh.

No. 6
C3HO2Tl as an isolated structure in a non-equilibrium geometry. Source: the Open Molecules 2025 dataset; level of theory: wB97M-V/def2-TZVPD.

Last column: Mulliken charge in e.
Element x y z (Å)
O (-0.2331, 1.0995, 0.0845)  -0.26
O (-0.1806, -1.2106, -0.3756)  -0.36
Tl (-3.2550, 1.0692, 0.1641)  0.80
C (1.3921, -0.3983, 0.1583)  -0.16
C (1.1192, 0.8769, 0.2959)  -0.42
H (2.1883, -1.1278, 0.1215)  0.36
C (-1.0309, -0.3088, -0.4487)  0.04

The gap between HOMO and LUMO is 6.731 eV. The electronic energy comes out at -437.677020 Eh.